## one
{"formula": "C50H54AsCl3N5O5Ti", "method": "the ωB97M-V functional and the def2-TZVPD basis", "symbols": ["Ti", "Cl", "C", "C", "C", "C", "O", "C", "C", "N", "C", "C", "C", "C", "C", "C", "C", "C", "N", "C", "C", "H", "H", "H", "H", "H", "H", "H", "H", "H", "H", "Cl", "C", "Cl", "H", "H", "C", "O", "H", "H", "H", "H", "C", "C", "C", "C", "C", "C", "O", "N", "C", "O", "N", "C", "O", "H", "H", "H", "H", "H", "H", "H", "H", "H", "H", "H", "C", "C", "C", "C", "C", "C", "As", "N", "C", "C", "C", "C", "C", "C", "C", "C", "C", "C", "C", "C", "C", "C", "C", "C", "C", "C", "H", "H", "H", "H", "H", "H", "H", "H", "H", "H", "H", "H", "H", "H", "H", "H", "H", "H", "H", "H", "H", "H", "H", "H", "H", "H", "H"], "coordinates": [[11.72513, 17.40601, 13.01242], [4.59580, 18.66887, 14.12337], [6.41459, 18.61828, 14.22194], [7.00215, 17.95780, 15.31807], [8.31894, 17.62979, 15.33389], [9.14277, 18.08836, 14.28057], [10.38358, 17.78480, 14.33086], [8.60999, 18.85369, 13.23019], [9.48427, 19.47211, 12.29379], [10.72185, 19.13798, 12.12545], [11.66222, 20.03642, 11.57675], [11.41635, 20.83345, 10.45015], [12.43852, 21.63300, 9.91500], [13.67855, 21.65646, 10.55562], [13.93833, 20.86420, 11.68429], [15.26298, 20.76615, 12.27899], [15.41490, 19.85887, 13.29064], [14.31026, 19.08190, 13.71676], [13.12430, 19.19420, 13.17582], [12.94064, 20.01212, 12.12714], [7.21077, 19.04379, 13.16685], [6.38151, 17.63038, 16.10100], [8.73107, 16.99569, 16.10745], [9.13197, 20.30227, 11.73051], [10.44604, 20.82072, 9.96409], [12.20429, 22.29238, 9.09213], [14.44375, 22.30486, 10.18696], [16.11240, 21.41151, 12.00954], [16.39474, 19.72430, 13.71101], [14.46617, 18.26218, 14.39846], [6.84557, 19.51629, 12.24922], [17.42867, 13.90108, 16.10257], [17.33490, 15.52186, 15.51064], [17.12442, 16.63986, 16.94570], [16.45535, 15.69666, 14.84769], [18.28669, 15.76036, 15.13654], [12.49537, 17.02504, 9.83400], [12.74668, 17.07811, 11.23928], [11.46374, 17.24378, 9.65995], [12.72651, 16.01640, 9.42747], [13.24975, 17.64701, 9.33290], [13.73949, 16.85309, 11.25696], [20.19928, 15.82795, 13.61722], [19.52802, 15.77856, 12.21246], [18.98435, 17.14810, 11.72124], [20.09439, 18.24065, 11.68968], [19.64311, 19.58926, 11.08274], [18.57344, 16.85402, 10.29291], [19.38112, 16.48383, 9.43873], [17.24149, 16.95903, 9.99369], [16.21972, 16.92534, 11.00172], [15.09505, 16.63631, 10.57601], [16.52545, 17.21090, 12.26682], [17.79847, 17.53497, 12.62480], [18.01464, 18.15645, 13.65134], [20.07990, 14.88281, 14.09745], [19.68438, 16.60720, 14.23870], [21.24974, 16.10576, 13.59201], [18.73898, 15.04012, 12.33325], [20.29176, 15.33515, 11.52466], [20.99176, 17.85261, 11.21801], [20.38843, 18.32074, 12.70384], [19.44752, 19.46251, 9.96565], [20.41295, 20.34246, 11.13594], [18.77010, 20.01836, 11.58756], [16.96038, 16.52538, 9.05571], [13.99808, 8.89274, 13.22741], [13.13576, 10.11239, 12.95436], [11.73747, 10.05033, 12.85057], [10.96163, 11.15480, 12.62568], [9.45791, 10.91763, 12.43506], [11.53110, 12.47115, 12.51646], [10.26464, 13.97818, 12.41414], [11.26253, 15.41318, 13.06366], [11.83388, 15.35930, 14.35785], [11.28814, 14.76288, 15.51051], [11.84442, 14.95859, 16.75247], [12.96227, 15.76210, 16.90472], [13.49900, 16.36289, 15.82952], [12.99350, 16.12214, 14.55092], [10.10664, 14.57772, 10.45182], [10.78495, 14.01439, 9.36226], [11.72220, 12.88933, 9.51892], [10.50960, 14.53112, 8.12601], [9.58998, 15.55328, 7.89021], [9.45427, 16.07652, 6.52400], [8.84631, 15.99423, 8.96501], [9.05956, 15.51134, 10.22940], [8.11891, 15.87954, 11.30694], [12.92738, 12.51738, 12.60902], [13.82401, 13.69776, 12.20334], [13.69329, 11.38831, 12.83929], [13.81382, 8.17388, 12.39468], [13.71548, 8.44615, 14.20671], [15.03373, 9.05040, 13.29408], [11.26694, 9.05211, 12.81551], [9.33673, 9.93975, 11.98759], [9.08872, 11.65371, 11.71994], [8.98547, 10.96184, 13.40923], [10.41376, 14.17493, 15.41271], [11.35678, 14.51755, 17.57777], [13.35196, 15.94772, 17.89352], [14.46468, 16.81501, 15.92233], [13.68540, 16.24658, 13.76067], [12.65802, 13.17294, 9.88270], [12.02746, 12.62726, 8.44553], [11.22632, 12.07192, 9.99844], [11.04177, 14.10187, 7.30277], [10.32413, 16.57731, 6.15695], [8.55782, 16.73521, 6.56224], [9.08675, 15.32456, 5.78473], [8.02869, 16.74802, 8.85847], [7.45119, 16.68413, 10.97142], [7.43664, 15.03301, 11.58915], [8.62992, 16.24342, 12.21150], [13.19074, 14.55865, 12.04663], [14.37731, 13.50318, 11.25848], [14.55348, 13.99834, 12.99743], [14.73810, 11.47254, 13.01832]], "mulliken_spin": [0.934, 0.000, -0.002, 0.003, -0.002, -0.005, -0.048, 0.015, 0.031, 0.034, -0.008, -0.003, 0.001, 0.000, -0.010, 0.002, 0.000, 0.025, 0.011, 0.013, 0.012, 0.000, 0.000, 0.002, 0.000, 0.000, 0.000, 0.000, 0.000, -0.005, 0.000, 0.000, 0.001, 0.000, -0.001, 0.000, 0.032, -0.157, -0.019, 0.009, 0.001, 0.013, 0.000, 0.000, 0.000, 0.000, 0.000, 0.000, 0.000, 0.000, 0.000, 0.000, 0.000, 0.000, 0.000, 0.000, 0.000, 0.000, 0.000, 0.000, 0.000, 0.000, 0.000, 0.000, 0.000, 0.000, 0.000, -0.002, 0.000, -0.005, 0.001, 0.005, 0.021, -0.010, -0.040, -0.001, 0.010, -0.011, 0.022, 0.062, -0.005, 0.000, 0.000, -0.002, -0.001, 0.000, -0.016, 0.050, -0.015, -0.004, 0.006, 0.001, 0.000, 0.000, 0.000, 0.000, 0.000, -0.001, 0.000, 0.000, 0.001, -0.001, 0.003, -0.002, 0.000, 0.000, 0.000, 0.000, 0.000, 0.000, 0.000, -0.001, 0.002, -0.001, 0.043, 0.011, 0.000, 0.000, 0.000], "s2": 0.754, "homo_energy_ev": [-7.472, -7.489], "spin_multiplicity": 2}



## two
{"formula": "C50H54AsCl3N5O5Ti", "method": "the ωB97M-V functional and the def2-TZVPD basis", "symbols": ["Ti", "Cl", "C", "C", "C", "C", "O", "C", "C", "N", "C", "C", "C", "C", "C", "C", "C", "C", "N", "C", "C", "H", "H", "H", "H", "H", "H", "H", "H", "H", "H", "Cl", "C", "Cl", "H", "H", "C", "O", "H", "H", "H", "H", "C", "C", "C", "C", "C", "C", "O", "N", "C", "O", "N", "C", "O", "H", "H", "H", "H", "H", "H", "H", "H", "H", "H", "H", "C", "C", "C", "C", "C", "C", "As", "N", "C", "C", "C", "C", "C", "C", "C", "C", "C", "C", "C", "C", "C", "C", "C", "C", "C", "C", "H", "H", "H", "H", "H", "H", "H", "H", "H", "H", "H", "H", "H", "H", "H", "H", "H", "H", "H", "H", "H", "H", "H", "H", "H", "H", "H"], "coordinates": [[0.35114, -0.09047, -0.98782], [7.67929, 0.98985, -1.42615], [6.03711, 0.76014, -1.05289], [5.48532, 1.59491, -0.07297], [4.10345, 1.60783, 0.08715], [3.24421, 0.78755, -0.69495], [1.97762, 0.95591, -0.57766], [3.84739, -0.11284, -1.63884], [2.99545, -0.91950, -2.48037], [1.70854, -0.93748, -2.43305], [1.14587, -1.69877, -3.54840], [0.54992, -1.11773, -4.65337], [0.11838, -1.91744, -5.69643], [0.11293, -3.27861, -5.64402], [0.65122, -3.87011, -4.50207], [0.68628, -5.28309, -4.33805], [1.34881, -5.93061, -3.31182], [1.91876, -5.04345, -2.32331], [1.85113, -3.73999, -2.39350], [1.28122, -3.13787, -3.48130], [5.24833, -0.06547, -1.85624], [5.99842, 2.33490, 0.54010], [3.70386, 2.46718, 0.67908], [3.45844, -1.40867, -3.35067], [0.41157, -0.04281, -4.74127], [-0.09387, -1.31906, -6.60249], [-0.27476, -3.88225, -6.51412], [0.30393, -5.88136, -5.19444], [1.32937, -6.98863, -3.19015], [2.37404, -5.41349, -1.45006], [5.63050, -0.74375, -2.61077], [2.20424, 5.75472, -1.46654], [2.13808, 4.45115, -2.64810], [2.76567, 4.97270, -4.13567], [1.14272, 4.16626, -2.90188], [2.70254, 3.62746, -2.26551], [-1.53298, -2.61738, -1.78673], [-1.36381, -1.20656, -1.61200], [-1.86848, -2.93039, -2.79243], [-2.33127, -3.02935, -1.10718], [-0.59520, -3.15269, -1.55478], [-2.14199, -0.72939, -1.24738], [-2.33635, 4.70312, -1.12677], [-3.47040, 3.80616, -1.62545], [-3.09113, 2.61926, -2.59360], [-4.34458, 1.96690, -3.10341], [-4.05558, 0.63063, -3.83823], [-2.30080, 3.27790, -3.75507], [-2.89813, 3.96336, -4.55423], [-0.97787, 3.06146, -3.77322], [-0.38509, 1.98541, -3.08869], [0.76500, 1.72514, -3.38007], [-1.01130, 1.37712, -2.06713], [-2.34522, 1.55078, -1.85601], [-2.95513, 0.88270, -1.04961], [-2.55398, 5.22762, -0.20219], [-2.16234, 5.51735, -1.87188], [-1.44521, 4.08168, -0.86785], [-4.24394, 4.35948, -2.14376], [-4.00024, 3.23444, -0.83707], [-4.74440, 2.70598, -3.86994], [-5.00360, 1.89165, -2.30224], [-3.65388, 0.80928, -4.80932], [-5.00729, 0.14811, -4.03709], [-3.46867, -0.06208, -3.28640], [-0.41338, 3.34299, -4.55939], [3.47214, 2.21986, 5.77759], [2.46162, 1.78202, 4.76162], [2.15728, 2.51687, 3.63408], [1.15004, 2.10665, 2.77030], [0.75428, 3.00289, 1.54967], [0.47928, 0.90360, 2.92792], [-0.78001, 0.34288, 1.62225], [0.30427, -0.92516, 0.78292], [1.25068, -1.86580, 1.31632], [1.17095, -3.23219, 0.96289], [2.20989, -4.11447, 1.32606], [3.31638, -3.62143, 1.99379], [3.43445, -2.24344, 2.33366], [2.41380, -1.40754, 1.90773], [-2.18266, -0.47325, 2.71036], [-2.71042, -1.77247, 2.79842], [-2.32990, -2.79176, 1.75056], [-3.78082, -2.04520, 3.69901], [-4.29388, -1.13690, 4.60591], [-5.24571, -1.47868, 5.65913], [-3.75523, 0.19342, 4.44750], [-2.80138, 0.48521, 3.55582], [-2.47657, 1.96080, 3.41381], [0.82960, 0.11657, 4.05212], [0.15218, -1.17815, 4.36035], [1.87691, 0.53579, 4.89308], [3.51126, 3.30825, 5.84737], [4.50314, 1.88264, 5.50574], [3.17877, 1.84430, 6.74860], [2.75048, 3.41894, 3.48702], [1.10411, 4.05628, 1.53707], [1.06903, 2.49229, 0.55654], [-0.33106, 3.08305, 1.48474], [0.30251, -3.55116, 0.41111], [2.10287, -5.12409, 1.01331], [4.13316, -4.29665, 2.20553], [4.34772, -1.75105, 2.63497], [2.53004, -0.34185, 2.03588], [-1.71621, -3.66783, 2.27415], [-1.76893, -2.38519, 0.94517], [-3.24638, -3.23220, 1.40290], [-4.11837, -3.05171, 3.74203], [-4.83475, -1.17320, 6.58606], [-5.52205, -2.51654, 5.64189], [-6.18902, -0.83341, 5.42320], [-4.04520, 0.93593, 5.23676], [-3.12698, 2.55415, 4.11051], [-2.62416, 2.34778, 2.37523], [-1.48123, 2.13654, 3.73888], [-0.83862, -1.04110, 4.79408], [0.72781, -1.79285, 5.08951], [0.09599, -1.80829, 3.45210], [2.20903, -0.16094, 5.68446]], "mulliken_spin": [0.858, 0.000, -0.002, 0.005, -0.001, 0.000, -0.004, 0.007, 0.051, -0.028, 0.023, -0.022, 0.003, -0.002, 0.007, 0.000, 0.000, 0.001, 0.005, -0.019, 0.005, 0.000, -0.001, -0.002, 0.000, 0.000, 0.000, 0.000, 0.000, 0.000, 0.000, 0.000, 0.000, 0.000, 0.000, 0.000, 0.025, 0.020, 0.003, -0.002, -0.013, 0.003, 0.000, 0.000, 0.004, 0.000, -0.001, 0.000, 0.000, 0.001, -0.008, 0.002, -0.010, 0.027, 0.004, 0.000, 0.000, 0.000, 0.000, 0.000, 0.000, 0.000, 0.000, 0.000, 0.001, 0.000, -0.001, 0.001, 0.003, -0.001, 0.004, 0.012, 0.039, -0.051, 0.032, -0.009, 0.004, -0.003, 0.003, -0.001, 0.018, -0.002, 0.002, -0.001, 0.000, 0.000, -0.001, 0.001, -0.002, -0.004, 0.000, 0.000, 0.000, 0.000, 0.000, 0.000, 0.000, 0.021, 0.001, -0.006, 0.000, 0.000, 0.000, -0.001, 0.000, 0.002, 0.000, 0.000, 0.000, 0.000, 0.000, 0.000, 0.000, -0.001, 0.001, 0.000, 0.000, 0.000, 0.000], "s2": 0.754, "homo_energy_ev": [-7.885, -7.896], "spin_multiplicity": 2}



Last place for stability: one



## one
{"formula": "C2H7NO4", "method": "the ωB97M-V functional and the def2-TZVPD basis", "symbols": ["C", "C", "O", "O", "O", "H", "H", "H", "H", "N", "O", "H", "H", "H"], "coordinates": [[1.65940, -0.44754, -0.16191], [0.18581, -0.36107, -0.39649], [-0.32135, -0.04495, 1.56698], [-1.69582, -0.49848, 1.65580], [-0.54188, -1.17225, -0.91364], [-1.57622, -1.45803, 1.69264], [1.99787, 0.30310, 0.55218], [2.18199, -0.31290, -1.11381], [1.88915, -1.43580, 0.22968], [-0.34220, 1.12373, -0.45026], [-1.51978, 1.21264, -1.21125], [-1.75912, 0.26222, -1.30744], [0.32755, 1.78830, -0.83520], [-0.48540, 1.04104, 0.69272]], "nbo_charge": [-0.713, 0.719, -0.539, -0.488, -0.610, 0.456, 0.236, 0.233, 0.259, -0.367, -0.536, 0.497, 0.390, 0.463], "homo_energy_ev": -8.909, "spin_multiplicity": 1}



## two
{"formula": "C2H7NO4", "method": "the ωB97M-V functional and the def2-TZVPD basis", "symbols": ["C", "N", "O", "H", "H", "H", "H", "H", "C", "O", "O", "O", "H", "H"], "coordinates": [[-0.23059, 0.89459, 1.62775], [0.80997, 1.65814, 0.94393], [1.33514, 0.76186, -0.07413], [1.23339, 1.30418, -0.88039], [1.60883, 1.76233, 1.57459], [-1.10902, 0.77916, 0.98640], [-0.54440, 1.43123, 2.52817], [0.12738, -0.09459, 1.93124], [-0.88917, -1.35312, -1.23780], [-0.24849, -2.03489, -0.29175], [-0.07900, -1.24940, -2.29556], [-2.01051, -0.89872, -1.20234], [-0.64273, -0.77295, -2.94154], [0.63920, -2.18781, -0.66857]], "nbo_charge": [-0.442, -0.331, -0.621, 0.471, 0.330, 0.209, 0.201, 0.184, 0.978, -0.657, -0.706, -0.625, 0.507, 0.502], "homo_energy_ev": -9.609, "spin_multiplicity": 1}



Last place for stability: one